The following is a quantum chemistry calculation of C18H19N3O4S in the gas phase, from OMol25.

Bonds (Å) are listed after each position.
Atoms and positions in Å:
1 C 0.040 -3.188 -0.007  S2 1.807, H27 1.081, H28 1.083, H29 1.084
2 S -0.254 -1.883 -1.222  C1 1.807, O3 1.436, O4 1.432, N5 1.691
3 O -1.170 -2.375 -2.214  S2 1.436
4 O 1.013 -1.393 -1.671  S2 1.432
5 N -0.989 -0.693 -0.273  S2 1.691, C6 1.460, C14 1.453
6 C -2.284 -1.174 0.199  N5 1.460, C7 1.504, H30 1.098, H31 1.098
7 C -3.381 -0.149 0.296  C6 1.504, C8 1.390, C12 1.389
8 C -4.692 -0.573 0.478  C7 1.390, C9 1.382, H32 1.080
9 C -5.716 0.348 0.595  C8 1.382, C10 1.385, H33 1.080
10 C -5.439 1.704 0.522  C9 1.385, C11 1.382, H34 1.080
11 C -4.138 2.130 0.332  C10 1.382, C12 1.388, H35 1.080
12 C -3.104 1.210 0.225  C7 1.389, C11 1.388, C13 1.496
13 C -1.683 1.626 0.008  C12 1.496, C14 1.535, H36 1.094, H37 1.091
14 C -0.988 0.613 -0.911  N5 1.453, C13 1.535, C15 1.529, H38 1.100
15 C 0.432 1.131 -1.142  C14 1.529, O16 1.208, N17 1.360
16 O 0.699 1.838 -2.084  C15 1.208
17 N 1.268 0.829 -0.113  C15 1.360, C18 1.388, H39 1.020
18 C 2.641 1.032 -0.098  N17 1.388, C19 1.394, C23 1.407
19 C 3.213 2.151 -0.701  C18 1.394, C20 1.380, H40 1.077
20 C 4.574 2.364 -0.634  C19 1.380, C21 1.387, H41 1.080
21 C 5.393 1.472 0.044  C20 1.387, C22 1.380, H42 1.079
22 C 4.843 0.345 0.619  C21 1.380, C23 1.394, H43 1.081
23 C 3.472 0.098 0.547  C18 1.407, C22 1.394, C24 1.480
24 C 2.900 -1.148 1.103  C23 1.480, N25 1.351, O26 1.226
25 N 3.709 -2.229 1.050  C24 1.351, H44 1.004, H45 1.007
26 O 1.777 -1.231 1.589  C24 1.226
27 H -0.896 -3.665 0.245  C1 1.081
28 H 0.713 -3.896 -0.473  C1 1.083
29 H 0.503 -2.715 0.852  C1 1.084
30 H -2.624 -1.974 -0.471  C6 1.098
31 H -2.120 -1.604 1.196  C6 1.098
32 H -4.907 -1.630 0.526  C8 1.080
33 H -6.731 0.009 0.736  C9 1.080
34 H -6.237 2.426 0.607  C10 1.080
35 H -3.915 3.185 0.266  C11 1.080
36 H -1.150 1.651 0.964  C13 1.094
37 H -1.632 2.618 -0.443  C13 1.091
38 H -1.500 0.588 -1.885  C14 1.100
39 H 0.949 0.092 0.516  N17 1.020
40 H 2.574 2.843 -1.223  C19 1.077
41 H 5.001 3.239 -1.100  C20 1.080
42 H 6.454 1.654 0.118  C21 1.079
43 H 5.480 -0.341 1.159  C22 1.081
44 H 4.558 -2.219 0.514  N25 1.004
45 H 3.345 -3.116 1.357  N25 1.007

- Lowest unoccupied orbital energy: 0.0195 hartree
- ΔE to the lowest compared entry with this formula, charge and spin: 111.9 kJ/mol
- Kohn-Sham gap: 9.13 eV
- SMILES: CS(=O)(=O)N1Cc2ccccc2C[C@H]1C(=O)Nc1ccccc1C(N)=O